Record 1
Formula: C38H35O2P2Pm
Source: OMol25
Level of theory: wB97M-V/def2-TZVPD

Calculated values
**Lowest unoccupied orbital energy (alpha / beta)**: -6.89 / -6.66 eV
**Orbital gap (alpha / beta)**: 6.99 / 7.22 eV
**Multiplicity**: 5
**E**: -2909.9961 a.u.
**Total charge**: +2
**E_HOMO (alpha / beta)**: -13.8876 / -13.8843 eV

```
78
Properties=species:S:1:pos:R:3:forces:R:3:lowdin_spin:R:1
Pm -0.7536 0.6728 2.2603 -0.1310 0.6798 -0.5399 4.044
P 1.1404 -0.8153 0.8866 0.6022 -0.5322 0.3061 -0.009
P -1.3086 0.9163 -0.5770 -0.7491 0.7263 -1.7987 -0.009
O -4.2320 0.8481 3.2802 1.6681 -0.1157 -0.2788 -0.002
O -2.0759 0.5646 4.0082 0.1759 -0.1537 1.1722 -0.003
C -0.0689 0.7300 -1.9399 0.6306 -0.2196 0.3491 -0.001
C -0.2697 -4.3684 -0.5859 0.0753 -0.0868 0.0734 0.000
C 2.6366 -0.4467 3.3243 -0.4769 -0.0992 -0.0949 0.002
C -2.8053 4.3711 -2.2153 0.1779 -0.2813 0.2847 0.000
C 0.1721 -0.5331 -2.5072 0.0871 0.1277 0.1282 -0.001
C 4.6526 1.6029 -0.8966 -0.2235 -0.2761 -0.0412 0.000
C -2.5332 0.5232 5.3592 0.2328 -0.0883 0.5066 0.001
C 2.7003 1.4797 0.5154 0.0106 -0.5841 -0.2752 0.000
C -2.7389 -0.0032 -1.2832 -0.3797 -0.0163 0.1869 -0.001
C -3.7684 -0.4334 -0.4276 0.3074 -0.1611 -0.2584 0.000
C 4.5126 0.2501 -1.2057 -0.0977 0.1321 -0.0517 0.000
C -3.9425 -0.9560 -3.1772 0.0961 0.2207 0.3600 0.000
C 3.7386 2.2200 -0.0417 -0.1570 0.0035 0.0975 0.000
C 1.7203 1.6394 -3.3053 -0.0121 -0.1156 -0.0518 0.000
C -1.7814 2.6806 -0.8126 0.0675 -0.0402 0.3094 -0.001
C 1.7052 -0.9381 5.5155 0.1288 0.1852 -0.0080 0.002
C 0.4510 -1.5410 3.5226 0.6282 0.5167 -0.2096 -0.002
C -2.4498 5.3528 -1.2827 0.0542 -0.4032 -0.0717 0.000
C 0.7374 1.8094 -2.3342 -0.2141 -0.1485 0.1767 -0.001
C 2.7500 -0.4563 4.7159 0.0173 -0.0943 0.0275 -0.001
C 1.9233 0.3917 -3.8927 -0.1129 0.0701 0.2894 -0.001
C 0.8587 -5.1893 -0.4934 -0.0110 0.2405 0.1696 0.000
C -4.9215 -1.4495 -2.3108 0.3094 0.1256 0.1501 0.000
C 1.1581 -0.6974 -3.4765 0.0155 0.1705 0.0046 0.000
C 3.4632 -0.4952 -0.6697 -0.1501 0.0867 0.1623 0.000
C -2.4851 3.0335 -1.9692 0.0244 0.4039 0.0991 0.000
C 0.5690 -1.4837 4.9201 -0.1687 -0.2435 -0.2195 0.000
C 2.0611 -4.6874 0.0110 -0.0449 0.1820 0.0632 0.000
C 1.4701 -0.9553 2.7084 0.3895 -0.5680 0.2194 -0.003
C -0.1948 -3.0388 -0.1847 0.5034 0.2342 0.1877 0.000
C -1.3994 3.6644 0.1192 -0.5725 -0.1926 -0.9171 0.000
C -2.8700 -0.2195 -2.6650 0.0198 -0.1891 -0.0708 0.000
C -3.0801 0.7766 2.9664 -1.9317 0.1104 -1.2199 -0.011
C -4.8310 -1.1778 -0.9404 -0.0960 0.0741 -0.1229 0.000
C -1.7543 4.9958 -0.1241 0.1531 0.0569 0.2074 0.000
C 2.5557 0.1045 0.2140 0.2844 0.2304 -0.2756 0.000
C 2.1499 -3.3520 0.4060 -0.1474 -0.2072 -0.0966 -0.001
C 1.0280 -2.5154 0.2955 -0.0639 -0.4621 -0.0866 -0.002
H 5.1978 -0.2308 -1.9020 -0.0988 0.1414 0.1922 0.000
H -0.2322 -1.9145 5.5211 0.2962 0.0737 -0.0361 0.000
H -2.7778 2.2574 -2.6784 0.0650 0.3657 0.2024 0.000
H 3.2851 -1.9793 -4.9434 0.4331 0.2279 -0.0919 0.000
H -1.6893 0.1454 5.9338 -0.2340 0.1138 0.2307 0.000
H 5.4469 2.1832 -1.3549 -0.0595 -0.0677 0.1220 0.000
H 1.3398 -1.6778 -3.9098 -0.1348 0.1443 0.0819 0.000
H -2.1335 0.1912 -3.3590 -0.1953 -0.2834 0.2335 0.000
H 3.8508 -1.4858 -5.0134 -0.2814 -0.4016 0.0099 0.000
H -3.3950 -0.1374 5.4194 -0.0106 0.0880 0.0744 0.000
H -0.8196 3.3875 1.0090 -0.0708 0.2172 -0.0832 0.000
H 3.8156 3.2874 0.1681 0.0279 -0.3138 -0.0084 0.000
H -5.7536 -2.0303 -2.7066 0.1965 0.1319 0.1558 0.000
H -3.3277 4.6277 -3.1346 0.0683 0.0450 0.2517 0.000
H -2.7172 6.3915 -1.4712 0.1173 -0.2393 0.1387 0.000
H 0.7914 -6.2327 -0.7834 0.0147 0.1302 -0.0128 0.000
H 2.3377 2.4834 -3.6035 -0.1567 -0.1120 0.0430 0.000
H -2.7929 1.5436 5.6254 -0.1282 -0.0983 0.3271 0.000
H 3.4642 -0.0977 2.6990 -0.3570 0.0120 0.2691 0.000
H -5.6021 -1.5423 -0.2653 0.1096 0.1219 -0.1384 0.000
H 2.6928 0.2591 -4.6489 -0.2315 0.0986 0.1618 0.000
H -3.9983 -1.1319 -4.2504 -0.0705 0.0539 0.2648 0.000
H -1.4773 5.7649 0.5942 -0.0637 -0.1264 -0.1524 0.000
H 1.9841 1.9849 1.1687 0.0904 -0.0233 -0.0392 0.000
H -0.3648 -2.1278 3.0607 0.2252 0.3747 0.1606 0.000
H 3.6788 -0.1102 5.1795 -0.3964 -0.0755 -0.1443 0.000
H -0.4198 -1.3924 -2.1996 0.1082 0.1875 -0.1450 0.000
H 0.5919 2.7881 -1.8791 0.0247 -0.1529 -0.1446 0.000
H -1.0808 -2.4066 -0.2421 0.1315 -0.0693 -0.0225 0.000
H -3.7374 -0.1638 0.6306 -0.0649 -0.2411 -0.2425 0.000
H 1.8017 -0.8953 6.6060 -0.0949 -0.1061 -0.4804 0.000
H 3.3406 -1.5413 -0.9523 0.0656 0.3404 0.0407 0.000
H 2.9338 -5.3320 0.1225 -0.2853 0.1400 -0.1087 0.000
H 3.0925 -2.9685 0.8033 -0.2968 -0.1309 -0.0618 0.000
H -1.2160 -4.7717 -0.9536 0.3377 0.1349 0.1094 0.000
```
Forces are in eV/Å.


Record 2
Formula: C16H12ClN5O
Source: OMol25
Level of theory: wB97M-V/def2-TZVPD

Calculated values
**Structure (SMILES)**: Cn1cc(-c2cnc(N)c(-c3nc4ccc(Cl)cc4o3)c2)cn1
**Lowest unoccupied orbital energy**: -0.09 eV
**Orbital gap**: 7.86 eV
**E**: -1426.1325 a.u.
**ΔE to the lowest compared entry with this formula, charge and spin**: 0.0 kcal per mole
**E_HOMO**: -7.9456 eV

```
35
Properties=species:S:1:pos:R:3:forces:R:3:nbo_charge:R:1
Cl -4.4288 -5.9376 -2.3983 0.4046 0.1393 0.0983 0.017
O -2.2908 -2.0574 0.4515 -0.0907 0.5945 0.6591 -0.455
N -2.1113 -0.7243 2.8194 -0.9607 -1.1500 -1.3562 -0.799
N -0.7841 1.0602 2.9737 1.0875 1.0335 0.5835 -0.455
N -0.4958 -1.8238 -0.8753 0.0858 0.8072 0.9311 -0.452
N 3.3004 3.8623 -0.3196 -0.7842 0.2817 0.4980 -0.174
N 3.5148 4.1728 0.9998 0.6613 0.4776 -1.2753 -0.249
C 1.8160 2.6704 0.8236 0.2060 0.5584 0.7169 -0.151
C 0.7651 1.7126 1.2639 0.5212 0.3520 -0.4420 -0.119
C -2.3838 -3.0121 -0.5071 -0.0179 -1.2878 -1.6764 0.307
C -0.6104 -0.2246 0.9753 -0.4135 -0.7137 -1.1600 -0.213
C -1.0392 -3.7096 -2.3928 -0.4392 -0.7936 -0.5760 -0.187
C 2.6470 3.4909 1.6951 -1.2945 -1.3745 -1.3927 -0.042
C -1.9984 -4.6766 -2.7306 -0.0071 0.4501 0.6747 -0.235
C 0.1609 1.8596 2.5233 -0.0196 -0.5125 -1.2559 0.093
C -1.2663 -2.8637 -1.3153 -0.0099 -0.6841 -0.7313 0.048
C -1.1154 0.0274 2.2322 -1.6455 -0.0940 1.0426 0.400
C 2.2500 2.9850 -0.4493 0.5703 -0.1746 0.4330 -0.044
C -3.1633 -4.8242 -1.9602 0.5060 1.5265 1.1198 -0.041
C 4.1320 4.3928 -1.4237 0.4645 -0.8273 0.9398 -0.404
C -1.1169 -1.3635 0.1685 0.9360 -0.2365 -0.8873 0.532
C 0.3428 0.6588 0.4564 -0.0317 -0.0771 0.3031 -0.087
C -3.3436 -4.0000 -0.8219 -0.1296 0.2219 0.6022 -0.279
H -2.7888 -1.1026 2.1352 0.6412 0.1562 1.0482 0.395
H -0.1271 -3.6420 -2.9816 -0.2052 0.1447 0.1323 0.231
H -1.8554 -5.3283 -3.5687 0.1318 -0.1519 -0.3214 0.229
H 4.7963 3.5731 -1.7081 0.1963 0.2308 -0.1132 0.204
H 1.9240 2.5634 -1.4022 0.2613 0.4141 0.2930 0.220
H -4.1965 -4.1327 -0.1589 0.0145 -0.0284 -0.3315 0.235
H 0.7428 0.5221 -0.5531 -0.1794 -0.0915 0.4417 0.236
H 4.7442 5.2592 -1.1347 -0.5022 -0.3960 0.2650 0.235
H 0.4098 2.7088 3.1059 0.1874 0.6352 0.6774 0.190
H -2.5419 -0.2635 3.6003 0.0513 0.1823 0.1230 0.395
H 3.5449 4.6379 -2.2904 -0.5305 0.1818 -0.1301 0.210
H 2.5667 3.5295 2.7677 0.3343 0.2057 0.0666 0.210
```
Forces are in eV/Å.